# 1
Here is C3H11N3OS in the gas phase from the OMol25 dataset. Energies are from ωB97M-V/def2-TZVPD.

Its charge is 0. The LUMO energy is 0.801 eV. The energy relative to the best compared isomer or geometry (same formula, charge and spin) comes out at 3.807 eV. As for the HOMO-LUMO gap: 0.3715 hartree. The value obtained for the HOMO energy is -9.3 eV. The SMILES is CN=[S@@](N)(=O)N(C)C.

```
19
C3H11N3OS ωB97M-V/def2-TZVPD
N 0.100 -1.058 0.201
N 0.250 1.536 0.694
C 1.164 2.061 1.685
C -1.313 -0.932 0.488
O 2.430 0.314 -0.475
H 0.867 1.741 2.685
H 1.145 3.150 1.632
S 0.729 0.424 -0.220
H -0.529 1.514 -1.701
H 0.788 0.805 -2.410
H -1.906 -0.838 -0.430
H 1.526 -2.032 -0.884
C 0.465 -2.137 -0.679
N 0.040 0.679 -1.742
H -1.645 -1.808 1.044
H 2.178 1.713 1.479
H -0.094 -2.109 -1.622
H 0.275 -3.088 -0.180
H -1.447 -0.039 1.094
```

***

# 2
Here is an isolated ion of composition C4H5N2 and charge +1 from the OMol25 dataset. Energies are from ωB97M-V/def2-TZVPD.

Its charge is +1. The LUMO energy (spin up / spin down) is -5.962 / -5.963 eV. The energy relative to the best compared isomer or geometry (same formula, charge and spin) comes out at 5.060 eV. As for the HOMO-LUMO gap (spin up / spin down): 0.3114 / 0.3113 hartree. The value obtained for the HOMO energy (spin up / spin down) is -14.4 / -14.4 eV.

```
11
C4H5N2 ωB97M-V/def2-TZVPD
H -1.615 -0.003 1.092
C 0.634 -0.307 -0.048
H 1.826 0.751 1.481
H -0.693 -1.142 -1.388
H 0.360 1.764 0.495
C -1.675 -0.519 0.119
C 1.752 -0.572 -0.924
C 1.118 0.892 0.661
H -2.668 -0.946 -0.301
N 1.609 0.740 -0.622
N -0.648 -0.660 -0.565
```

***

# 3
Here is C4H4OYb as an isolated structure from the OMol25 dataset. Energies are from ωB97M-V/def2-TZVPD.

As for the expectation value of S²: 0.76. Its charge is +3. The spin multiplicity is 2. The LUMO energy (spin up / spin down) is -13.692 / -14.786 eV. The energy relative to the best compared isomer or geometry (same formula, charge and spin) comes out at 0.000 eV. As for the HOMO-LUMO gap (spin up / spin down): 0.3046 / 0.3116 hartree. The value obtained for the HOMO energy (spin up / spin down) is -22.0 / -23.3 eV.

```
10
C4H4OYb ωB97M-V/def2-TZVPD
Yb 3.391 1.940 3.195
H 0.198 0.709 -1.657
H -1.177 -0.414 0.807
H -1.633 -0.704 -2.459
C -1.244 -0.861 -1.452
H -1.388 -1.851 -1.014
C -0.234 -0.063 -1.017
O 1.626 0.629 1.960
C -0.268 0.228 0.413
C 0.728 0.386 1.225
```

***

# 4
Here is C19H15ClN2O3S in the gas phase from the OMol25 dataset. Energies are from ωB97M-V/def2-TZVPD.

Its charge is 0. The LUMO energy is 0.199 eV. The energy relative to the best compared isomer or geometry (same formula, charge and spin) comes out at 0.113 eV. As for the HOMO-LUMO gap: 0.3008 hartree. The value obtained for the HOMO energy is -8.0 eV. The SMILES is COc1cc(NC(=O)c2cccc(Cl)c2)ccc1NC(=O)c1cccs1.

```
41
C19H15ClN2O3S ωB97M-V/def2-TZVPD
H -2.307 -4.723 1.646
H 2.721 -0.689 -5.139
O -1.252 0.050 5.212
C -1.102 -0.082 4.014
H -0.392 4.924 0.487
C -2.064 -3.780 2.109
Cl -0.712 -5.231 3.935
H -0.998 5.260 -1.153
O -0.323 3.396 -0.915
H 1.308 -0.752 -0.485
C -0.963 -2.551 3.867
O 1.865 -0.625 -2.597
H -1.979 4.284 -0.033
H -1.033 3.001 1.685
C -0.127 2.294 -0.126
H -0.370 -2.529 4.767
H 0.648 2.291 -2.447
C -0.280 1.017 1.916
C 1.933 2.293 -6.370
N -0.699 0.974 3.251
H -3.150 -2.608 0.695
C -2.209 -1.381 2.169
S 1.299 2.602 -4.807
H 0.628 -0.924 1.871
C 1.757 1.014 -4.268
H 2.911 0.664 -7.375
C 0.531 1.211 -0.746
C -0.960 4.519 -0.356
C 1.520 0.498 -2.910
C 0.397 -0.033 1.312
C 2.465 1.046 -6.475
C 2.365 0.316 -5.276
C 0.788 0.064 -0.012
H -0.666 1.852 3.757
C -1.410 -1.360 3.308
N 0.897 1.382 -2.079
H 1.872 3.058 -7.119
C -1.285 -3.751 3.255
C -2.531 -2.589 1.578
H -2.582 -0.458 1.752
C -0.525 2.187 1.193
```

***

# 5
Here is C5H3NO in the gas phase from the OMol25 dataset. Energies are from ωB97M-V/def2-TZVPD.

Its charge is 0. The LUMO energy is 0.278 eV. The energy relative to the best compared isomer or geometry (same formula, charge and spin) comes out at 2.550 eV. As for the HOMO-LUMO gap: 0.3465 hartree. The value obtained for the HOMO energy is -9.2 eV. The SMILES is C#CC(=C=N)C=O.

```
10
C5H3NO ωB97M-V/def2-TZVPD
C 1.446 0.532 0.465
C -0.370 0.835 -0.901
H -1.552 2.143 -1.359
H -1.415 -3.163 1.107
N -0.723 1.673 -1.696
C 0.151 0.000 -0.011
O 1.902 1.583 0.072
C -0.971 -2.250 0.772
C -0.454 -1.231 0.387
H 1.987 -0.122 1.166
```

***

# 6
Here is a 2-piece molecular cluster, C4H8O3 overall from the OMol25 dataset. Energies are from ωB97M-V/def2-TZVPD.

Its charge is 0. The LUMO energy is 0.588 eV. The energy relative to the best compared isomer or geometry (same formula, charge and spin) comes out at 2.095 eV. As for the HOMO-LUMO gap: 0.3974 hartree. The value obtained for the HOMO energy is -10.2 eV. The SMILES is C[C@@H](O)C=O.C=O.

```
15
C4H8O3 ωB97M-V/def2-TZVPD
O 0.772 -1.442 -0.833
C -0.841 0.128 -0.053
H -0.840 -1.741 0.332
H 0.870 0.479 -1.464
H -2.192 0.140 -1.753
C 2.446 -0.206 1.522
O -1.395 -0.986 0.593
H -2.732 1.102 -0.365
H 3.033 -0.163 2.458
H -0.483 0.856 0.692
H 2.280 -1.204 1.077
C 0.376 -0.294 -0.849
H -1.436 1.720 -1.409
C -1.860 0.815 -0.958
O 2.004 0.795 1.011
```

***

# 7
Here is a 2-piece molecular cluster, C4H10NO overall from the OMol25 dataset. Energies are from ωB97M-V/def2-TZVPD.

Its charge is +1. The LUMO energy is -3.964 eV. The energy relative to the best compared isomer or geometry (same formula, charge and spin) comes out at 2.434 eV. As for the HOMO-LUMO gap: 0.3017 hartree. The value obtained for the HOMO energy is -12.2 eV.

```
16
C4H10NO ωB97M-V/def2-TZVPD
C -0.770 -1.179 -0.860
H -0.600 -0.308 -3.233
H 1.203 -0.291 -0.880
C -0.440 1.168 1.789
H -1.622 -1.428 -1.481
H -0.758 -1.530 0.161
H -0.644 1.360 0.747
H 1.346 -0.389 3.773
H -0.174 1.140 -2.546
C 0.250 -0.508 -1.339
C 0.456 0.279 2.191
H 0.987 0.156 -3.209
O 0.451 -0.167 3.477
H 1.209 -0.179 1.554
H -1.010 1.714 2.526
N 0.115 0.162 -2.672
```

***

- Number 3 is which compound?
  C4H4OYb